# 1
Below is C43H58FGeN7NaO3Si3 as an isolated structure in a non-equilibrium geometry, with properties calculated with the ωB97M-V functional and the def2-TZVPD basis.

The geometry in ORCA input format:
```
! RIJCOSX wB97M-V def2-TZVPD def2/J DEFGRID3
* xyz 0 2
Na 15.203 13.533 11.881
C 17.323 10.226 16.059
C 17.952 11.468 15.966
C 17.343 12.478 15.284
C 16.035 12.412 14.784
C 15.430 11.087 14.810
C 16.064 10.098 15.518
N 15.397 13.496 14.292
C 15.471 14.671 14.892
C 15.830 14.874 16.247
C 15.448 16.016 16.946
C 14.875 17.130 16.202
C 14.581 17.003 14.883
C 14.947 15.839 14.168
N 14.644 15.655 12.873
N 13.993 16.658 12.266
C 13.664 16.359 11.024
C 12.770 17.242 10.426
C 12.152 16.814 9.302
C 12.345 15.478 8.829
C 13.408 14.783 9.369
N 14.042 15.181 10.480
H 17.919 9.358 16.378
H 18.913 11.651 16.388
H 17.814 13.417 15.104
H 14.428 10.880 14.453
H 15.525 9.149 15.684
H 16.530 14.193 16.777
H 15.553 16.075 18.021
H 14.695 18.026 16.729
H 14.171 17.817 14.280
H 12.499 18.146 10.969
H 11.445 17.503 8.798
H 11.715 15.058 8.038
H 13.822 13.891 8.926
F 20.963 13.902 10.456
C 20.507 12.653 10.183
C 19.166 12.653 10.026
C 18.527 11.388 9.958
C 17.082 11.223 10.163
O 16.403 12.102 10.680
C 16.587 9.840 9.862
C 17.442 8.841 9.528
N 18.805 9.007 9.464
C 19.623 7.849 9.194
C 20.531 7.813 8.051
C 19.215 6.934 8.064
C 19.380 10.222 9.810
C 20.787 10.286 9.993
C 21.421 11.517 10.298
N 22.750 11.674 10.471
C 23.227 12.752 11.388
C 24.175 12.247 12.501
N 25.160 11.220 12.086
C 24.397 10.078 11.430
C 23.686 10.587 10.212
C 15.155 9.468 9.987
O 14.842 8.261 10.257
O 14.207 10.304 9.794
H 18.552 13.556 9.939
H 17.051 7.829 9.457
H 19.997 7.322 10.113
H 21.431 7.212 8.307
H 20.472 8.708 7.386
H 19.398 5.845 8.203
H 18.411 7.142 7.340
H 21.342 9.341 10.142
H 22.486 13.379 11.875
H 23.734 13.438 10.734
H 23.529 11.838 13.349
H 24.724 13.121 12.915
H 25.625 10.803 12.944
H 25.900 11.575 11.462
H 23.738 9.678 12.250
H 25.130 9.282 11.143
H 23.218 9.752 9.633
H 24.449 11.069 9.526
C 14.177 6.094 12.241
Si 12.629 7.151 12.127
C 11.098 6.174 11.840
C 12.603 8.282 13.691
Ge 12.862 8.486 10.160
Si 12.484 7.216 8.036
C 13.879 7.619 6.851
C 10.797 7.807 7.293
C 12.421 5.360 8.307
Si 11.344 10.391 10.386
C 11.415 11.409 8.768
C 9.691 9.576 10.527
C 11.673 11.389 11.973
H 15.069 6.733 12.259
H 14.210 5.375 11.446
H 14.227 5.643 13.213
H 11.019 5.930 10.789
H 10.213 6.702 12.135
H 11.146 5.212 12.396
H 12.631 7.517 14.495
H 11.637 8.837 13.703
H 13.439 8.938 13.704
H 14.259 8.608 6.963
H 13.507 7.497 5.845
H 14.686 6.886 6.964
H 10.928 8.715 6.732
H 9.959 7.945 7.979
H 10.530 6.979 6.564
H 13.343 5.021 8.749
H 12.469 4.920 7.324
H 11.524 5.014 8.851
H 12.431 11.858 8.665
H 10.603 12.086 8.678
H 11.347 10.633 7.987
H 9.086 10.039 9.742
H 9.324 9.843 11.492
H 9.709 8.461 10.512
H 10.736 11.622 12.512
H 12.061 12.334 11.744
H 12.368 10.846 12.703
*
```

Output
Electronic energy (eV): -149384.731
Frontier orbital gap (alpha / beta) (eV): 3.3763 / 5.6988


# 2
Below is C43H59BN9S3Tc as an isolated structure in a non-equilibrium geometry, with properties calculated with the ωB97M-V functional and the def2-TZVPD basis.

The geometry in ORCA input format:
```
! RIJCOSX wB97M-V def2-TZVPD def2/J DEFGRID3
* xyz 1 4
Tc -0.426 2.818 0.773
C 3.632 -1.561 4.088
C 2.827 -1.929 2.885
C 2.386 -3.185 2.654
C 1.567 -3.477 1.512
N 1.112 -2.525 0.769
N 1.552 -1.252 0.990
B 0.981 -0.332 -0.028
N 1.927 0.279 -1.048
N 2.333 -0.763 -1.793
C 3.252 -0.588 -2.695
C 3.872 0.678 -2.841
C 3.454 1.745 -2.112
C 4.082 3.093 -2.260
C 2.370 1.553 -1.196
S 1.752 2.926 -0.409
C 3.575 -1.792 -3.571
C 4.709 -1.499 -4.551
C 2.301 -2.129 -4.363
C 3.949 -2.984 -2.679
N -0.418 -0.699 -0.433
N -0.608 -1.268 -1.627
C -1.785 -1.750 -1.899
C -2.860 -1.634 -0.979
C -2.684 -0.992 0.206
C -3.792 -0.768 1.183
C -1.381 -0.502 0.475
S -0.966 0.425 1.841
C -1.915 -2.493 -3.233
C -3.343 -2.977 -3.483
C -0.977 -3.714 -3.180
C -1.499 -1.553 -4.376
C 2.492 -0.912 1.919
S 3.191 0.586 1.847
C 1.242 -4.913 1.128
C 2.572 -5.650 0.912
C 0.429 -4.959 -0.165
C 0.445 -5.589 2.252
H 3.849 -2.441 4.691
H 3.079 -0.841 4.695
H 4.566 -1.081 3.794
H 2.640 -3.980 3.347
H 4.685 0.806 -3.543
H 4.981 3.032 -2.871
H 4.330 3.511 -1.284
H 3.381 3.787 -2.729
H 4.451 -0.682 -5.231
H 4.890 -2.387 -5.158
H 5.641 -1.253 -4.036
H 2.048 -1.319 -5.055
H 1.467 -2.275 -3.680
H 2.448 -3.042 -4.945
H 4.908 -2.816 -2.181
H 4.032 -3.888 -3.286
H 3.185 -3.143 -1.916
H -3.835 -2.031 -1.229
H -4.743 -1.106 0.775
H -3.861 0.292 1.432
H -3.592 -1.303 2.114
H -3.668 -3.701 -2.731
H -3.381 -3.471 -4.455
H -4.052 -2.145 -3.506
H -1.356 -4.463 -2.479
H 0.018 -3.420 -2.848
H -0.902 -4.172 -4.169
H -2.257 -0.782 -4.529
H -1.394 -2.120 -5.303
H -0.549 -1.066 -4.153
H 3.161 -5.167 0.127
H 2.374 -6.679 0.605
H 3.173 -5.681 1.823
H 0.963 -4.469 -0.981
H -0.530 -4.449 -0.041
H 0.243 -5.999 -0.444
H 0.995 -5.592 3.196
H 0.237 -6.626 1.981
H -0.508 -5.077 2.410
C -2.451 5.224 1.547
N -2.020 4.194 0.593
C -2.733 4.096 -0.496
C -2.366 3.154 -1.458
C -2.815 2.904 -2.756
C -1.922 1.984 -3.293
C -0.977 1.718 -2.296
N -1.239 2.402 -1.167
C -3.732 4.836 2.263
C -4.732 5.779 2.464
C -5.911 5.431 3.113
C -6.105 4.132 3.556
C -5.109 3.183 3.358
C -3.930 3.532 2.717
H -2.613 6.166 1.020
H -1.639 5.380 2.250
H -3.578 4.763 -0.659
H -3.670 3.358 -3.236
H -1.935 1.552 -4.282
H -0.118 1.077 -2.397
H -4.589 6.797 2.115
H -6.681 6.178 3.266
H -7.031 3.855 4.045
H -5.247 2.166 3.710
H -3.153 2.794 2.564
C 1.240 4.773 3.777
C 0.316 3.542 3.794
C -0.960 3.829 4.595
C 1.034 2.366 4.480
N -0.014 3.213 2.423
H 1.581 5.009 4.788
H 0.711 5.639 3.372
H 2.107 4.567 3.147
H -0.673 4.147 5.598
H -1.564 2.924 4.668
H -1.560 4.612 4.144
H 1.142 2.576 5.547
H 2.018 2.212 4.045
H 0.450 1.450 4.354
*
```

Output
Electronic energy (eV): -94336.182
Frontier orbital gap (alpha / beta) (eV): 5.7363 / 6.7706